w | 12
Properties=species:S:1:pos:R:3 method="wB97M-V/def2-TZVPD" e_homo_ev=-15.361 orbital_gap_ev=9.966 total_charge=+1 smiles="C/C(Cl)=N/C=[NH2+]"
C -1.281 -0.097 -0.868
C 0.854 -0.432 0.373
C 1.637 0.013 1.531
N -0.064 0.255 -0.166
N -1.943 0.674 -1.629
Cl 1.268 -2.068 -0.193
H -1.669 -1.010 -0.624
H 2.108 -0.675 2.260
H 0.983 0.623 2.023
H 2.497 0.638 1.218
H -2.909 0.606 -1.836
H -1.481 1.472 -2.089



x | 12
Properties=species:S:1:pos:R:3 method="wB97M-V/def2-TZVPD" e_homo_ev=-15.368 orbital_gap_ev=10.852 total_charge=+1 smiles="C/C=N/C(=[NH2+])Cl"
C 1.003 0.133 -0.126
C -1.290 -0.581 -0.434
C 1.674 1.383 0.156
N -0.215 -0.063 -0.201
N -2.018 -1.240 0.508
Cl -2.027 -0.348 -1.905
H 1.605 -0.781 -0.239
H 0.998 2.170 0.008
H 2.671 1.654 -0.364
H 1.941 1.196 1.240
H -1.598 -1.820 1.314
H -2.744 -1.702 0.044



The calculated energies rank the structures as follows, beginning with the most stable: w, x.



w | 21
Properties=species:S:1:pos:R:3 method="wB97M-V/def2-TZVPD" e_homo_ev=-8.618 orbital_gap_ev=8.046 total_charge=0 smiles="O=C1C=CC(O)=C1CCO.C#N"
C -0.497 -2.237 -0.805
C -0.924 -2.715 0.364
C 0.137 -0.861 -0.658
C -0.612 -1.640 1.389
C -1.485 1.058 -2.551
C 0.215 -0.573 0.671
C 0.980 0.485 1.398
C 0.503 1.906 0.956
N -1.461 2.013 -1.930
O 0.808 -0.532 -1.774
O -0.877 -1.742 2.623
O 1.088 2.253 -0.266
H -0.249 -2.797 -1.676
H -1.266 -3.639 0.880
H -1.529 0.143 -3.149
H 1.226 0.303 -1.621
H 2.056 0.460 1.300
H 0.691 0.327 2.418
H -0.537 2.093 1.092
H 0.934 2.536 1.809
H 0.798 3.161 -0.469



x | 21
Properties=species:S:1:pos:R:3 method="wB97M-V/def2-TZVPD" e_homo_ev=-9.145 orbital_gap_ev=8.648 total_charge=0 smiles="Cc1ncc(CO)c(C=O)c1O"
C -1.711 -0.480 -2.786
C -0.967 -0.091 -1.497
C -0.771 1.444 0.143
C 0.039 0.684 1.011
C 0.467 1.396 2.407
C 0.401 -0.602 0.471
C 1.527 -1.453 1.151
C -0.071 -0.944 -0.863
H -1.095 -1.112 -3.624
H -2.619 -1.236 -2.441
H -2.053 0.593 -3.184
H -0.890 2.554 0.425
H 0.453 0.773 3.440
H -0.157 2.315 2.306
H 2.291 0.984 2.549
H 1.999 -2.443 0.605
H 0.215 -2.112 -2.346
N -1.222 1.166 -1.032
O 1.825 1.810 2.394
O 2.078 -1.067 2.143
O 0.259 -2.179 -1.272



y | 21
Properties=species:S:1:pos:R:3 method="wB97M-V/def2-TZVPD" e_homo_ev=-8.278 orbital_gap_ev=8.692 total_charge=0
C -3.886 -1.053 -0.140
C -1.371 1.344 0.064
C -0.028 0.899 -0.070
C 1.039 1.776 -0.015
C 2.416 1.496 -0.072
C 2.811 0.106 -0.083
C 1.770 -0.779 0.136
C 0.474 -0.427 -0.077
H -3.891 -2.100 -0.390
H -4.307 -0.760 0.793
H -4.316 -0.218 -0.888
H -1.632 2.316 0.231
H 0.783 2.897 -0.035
H 3.241 2.290 -0.081
H 4.263 -1.315 -0.345
H 1.518 -2.795 0.594
H -0.304 -1.208 0.189
N -2.439 0.681 0.264
O -2.470 -0.689 -0.106
O 4.054 -0.334 -0.020
O 2.276 -2.128 0.049



The calculated energies rank the structures as follows, beginning with the most stable: x, w, y.



w | 22
Properties=species:S:1:pos:R:3 method="wB97M-V/def2-TZVPD" e_homo_ev=-12.613 orbital_gap_ev=10.009 total_charge=+1
C -1.017 -0.455 -1.591
C 0.506 -0.349 -1.428
C 0.854 1.025 -0.695
N 2.145 2.304 1.512
C 0.918 1.710 1.583
N 0.378 1.043 0.639
N -1.649 -0.692 -0.234
H -1.404 -1.324 -2.120
H -1.432 0.396 -2.131
H 1.003 -0.342 -2.390
H 0.915 -1.100 -0.752
H 0.323 1.786 -1.292
H 1.874 1.351 -0.932
H 2.308 3.029 2.201
H 2.779 2.298 0.737
H 0.469 1.866 2.557
H -2.668 -0.649 -0.233
H -1.257 0.127 0.342
H -1.351 -1.583 0.192
H -1.315 -4.006 0.821
H -1.054 -3.329 2.061
O -1.325 -3.107 1.154



x | 22
Properties=species:S:1:pos:R:3 method="wB97M-V/def2-TZVPD" e_homo_ev=-12.587 orbital_gap_ev=9.887 total_charge=+1
C -0.345 -1.037 1.763
C 0.058 0.429 1.617
C 1.097 0.733 0.600
N 2.465 1.127 -1.701
C 1.488 0.201 -1.703
N 0.754 -0.028 -0.664
N -1.308 -1.420 0.632
H -0.815 -1.340 2.709
H 0.636 -1.608 1.610
H 0.324 0.778 2.635
H -0.827 1.049 1.381
H 2.145 0.523 0.827
H 0.972 1.797 0.322
H 2.967 1.413 -2.538
H 2.868 1.346 -0.809
H 1.363 -0.462 -2.542
H -0.922 -1.618 -0.286
H -2.085 -0.703 0.322
H -1.749 -2.150 1.160
H -2.990 1.055 -1.501
H -3.150 -0.172 -2.363
O -2.944 0.088 -1.471



The calculated energies rank the structures as follows, beginning with the most stable: w, x.



w | 21
Properties=species:S:1:pos:R:3 method="wB97M-V/def2-TZVPD" e_homo_ev=-13.541 orbital_gap_ev=10.329 total_charge=+1
C -0.098 -0.185 -1.141
C 0.175 -1.200 0.037
C 1.082 1.050 0.314
C -1.029 -2.072 0.117
C -1.076 2.041 -0.456
N 0.037 1.151 -0.645
N 0.512 -0.495 1.267
S 2.763 0.578 -0.241
H 0.572 -0.315 -1.971
H -1.055 -0.443 -1.566
H 0.999 -1.729 -0.230
H 1.244 1.841 1.013
H -2.049 -1.573 0.313
H -0.935 -2.821 0.902
H -1.228 -2.557 -0.826
H -1.453 2.172 -1.511
H -1.931 1.656 0.113
H -0.773 2.830 0.120
H -0.325 -0.400 1.856
H 1.379 -0.794 1.739
H 3.189 1.263 0.796



x | 21
Properties=species:S:1:pos:R:3 method="wB97M-V/def2-TZVPD" e_homo_ev=-13.588 orbital_gap_ev=9.882 total_charge=+1
C 0.332 1.221 1.279
C 2.579 0.557 0.711
C -0.826 -2.031 1.310
C -1.829 -0.429 -0.227
C 0.408 0.863 -1.585
N 1.502 0.961 1.484
N -0.882 -1.462 -0.042
S -0.797 1.301 -0.308
H 3.337 0.233 1.386
H 2.228 -0.199 0.020
H 3.054 1.326 0.105
H -1.681 -2.533 1.745
H -0.406 -1.278 2.073
H -0.127 -2.856 1.257
H -2.338 -0.092 0.654
H -2.348 -0.515 -1.308
H -0.159 1.541 2.151
H 0.315 1.263 -2.537
H 0.405 -0.196 -1.423
H 1.366 1.208 -1.175
H -0.964 -2.140 -0.861



The calculated energies rank the structures as follows, beginning with the most stable: w, x.